Record 1
50
Properties=species:S:1:pos:R:3:forces:R:3 method="wB97M-V/def2-TZVPD" homo_energy_ev=-8.7 total_energy_ev=-42097.393 smiles="CCCCc1ccc(S(=O)(=O)N2CCN(C(=O)c3ccco3)CC2)cc1" charge=0 e_above_lowest_kj_mol=207.7
C -5.83242 -0.77457 -0.93731 -0.1 0.1 -0.1
C -6.46475 0.55439 -0.53878 0.0 -0.2 0.2
C -6.02361 1.05743 0.83843 0.0 0.3 -0.2
C -4.70726 1.84920 0.82602 -0.2 -0.1 0.2
C -3.51660 1.01460 0.45913 0.2 0.2 -0.1
C -2.86138 1.19724 -0.75417 0.0 0.0 0.2
C -1.78054 0.40327 -1.09924 0.1 -0.1 -0.2
C -1.35357 -0.57369 -0.22235 0.4 -0.2 -0.3
S 0.03315 -1.61855 -0.63439 0.0 0.4 0.4
O -0.28281 -2.97969 -0.32006 0.0 -0.1 0.3
O 0.46350 -1.31301 -1.97351 -0.2 0.2 0.1
N 1.14580 -1.08571 0.51647 -0.9 -0.4 -0.5
C 1.79060 0.15998 0.16617 0.2 0.4 -0.4
C 2.96476 -0.05006 -0.80464 -0.3 0.5 -0.1
N 3.87717 -1.02141 -0.24912 0.0 -0.1 0.0
C 5.10836 -0.81035 0.27980 -0.2 -0.3 -0.2
O 5.67615 -1.67436 0.93500 0.2 0.2 0.1
C 5.82121 0.45761 0.03682 1.1 0.1 0.7
C 7.01062 0.81230 0.62550 -0.8 -0.3 -0.2
C 7.37260 2.06135 0.08068 -0.3 0.2 -0.4
C 6.38774 2.37937 -0.80408 0.7 0.3 0.3
O 5.44772 1.42378 -0.83825 -0.3 -0.1 -0.2
C 3.22632 -2.29202 0.01187 0.1 -0.3 0.3
C 2.07399 -2.09018 0.99731 0.3 -0.6 -0.1
C -1.97962 -0.76521 0.99483 -0.1 0.0 0.1
C -3.05697 0.03118 1.33312 0.1 -0.1 -0.1
H -6.22172 -1.09884 -1.89979 0.0 -0.1 -0.1
H -6.06597 -1.54066 -0.20106 0.0 -0.1 0.1
H -4.75221 -0.69529 -1.01599 0.1 -0.1 0.0
H -7.54990 0.42652 -0.52810 0.0 0.1 -0.1
H -6.23375 1.31002 -1.29246 -0.1 0.1 -0.1
H -6.79690 1.71934 1.23516 0.0 0.0 0.1
H -5.93365 0.20905 1.51866 0.0 0.0 0.1
H -4.55196 2.26358 1.82568 0.0 0.1 0.0
H -4.80257 2.68236 0.12744 0.0 0.1 0.0
H -3.20605 1.95848 -1.43854 0.0 0.1 -0.1
H -1.26929 0.51731 -2.04244 0.0 0.1 -0.1
H 1.03808 0.80434 -0.29099 0.1 0.2 0.1
H 2.14757 0.62598 1.09144 -0.1 0.0 -0.1
H 3.46322 0.89613 -0.99274 -0.1 -0.1 0.0
H 2.56592 -0.44322 -1.74576 0.1 0.1 0.1
H 7.54057 0.23325 1.35254 0.1 -0.2 0.1
H 8.24342 2.63953 0.31084 0.2 0.2 0.0
H 6.24575 3.22512 -1.44812 -0.1 0.1 -0.1
H 3.97085 -2.97611 0.42142 -0.2 0.0 -0.1
H 2.82917 -2.68319 -0.93036 0.1 0.0 0.0
H 1.50909 -3.01384 1.11872 0.2 0.0 0.2
H 2.45982 -1.76206 1.96763 -0.1 0.0 -0.1
H -1.61665 -1.54068 1.64968 0.0 -0.1 0.2
H -3.55297 -0.10998 2.28190 -0.1 0.0 0.1

Record 2
46
Properties=species:S:1:pos:R:3:forces:R:3 method="wB97M-V/def2-TZVPD" homo_energy_ev=-8.0 total_energy_ev=-33909.307 smiles="Cc1ccc(NC(=S)N[C@H](C)CCc2ccccc2)cc1C" charge=0 e_above_lowest_kj_mol=0.0
C -0.57733 0.02218 6.06902 0.0 0.0 0.0
C -0.16992 -0.43095 4.70132 0.1 0.1 -0.1
C 0.65520 0.35916 3.91502 -0.1 -0.1 0.1
C 1.04801 -0.03213 2.64819 0.1 -0.1 -0.1
C 0.59663 -1.24335 2.13161 -0.1 0.3 0.4
N 0.96616 -1.70968 0.86680 0.0 -0.2 0.1
C 1.20715 -1.01853 -0.28312 -0.2 0.0 -0.1
S 1.89146 -1.83197 -1.55282 0.4 -0.4 -0.5
N 0.81786 0.26414 -0.34470 -0.1 -0.2 0.5
C 1.10305 1.16304 -1.44177 0.2 0.5 -0.3
C 2.32448 2.02196 -1.10956 -0.2 -0.3 -0.1
C -0.12714 2.02698 -1.72027 0.0 -0.4 0.0
C -1.31303 1.20698 -2.24518 0.1 0.2 0.0
C -1.04518 0.69345 -3.63282 -0.1 -0.1 0.1
C -0.65779 -0.62144 -3.84986 -0.1 0.0 0.0
C -0.37366 -1.07103 -5.12749 0.0 -0.1 -0.1
C -0.47896 -0.21099 -6.20612 0.0 -0.1 -0.1
C -0.87155 1.10109 -6.00120 0.0 0.1 -0.1
C -1.15069 1.54873 -4.72305 0.0 0.0 0.0
C -0.21197 -2.05191 2.92742 0.1 0.1 -0.1
C -0.59870 -1.66485 4.19895 0.1 0.1 -0.1
C -1.46810 -2.56196 5.02426 0.0 0.0 0.0
H -0.24082 -0.68677 6.82488 0.0 0.0 0.1
H -1.66219 0.09328 6.14337 -0.1 0.0 0.1
H -0.15064 0.99605 6.29484 0.0 0.0 0.1
H 1.01359 1.30109 4.30524 0.0 0.1 0.1
H 1.73739 0.58192 2.08862 0.1 0.0 -0.1
H 1.06382 -2.71080 0.76541 0.1 0.2 -0.1
H 0.36489 0.66378 0.46499 0.0 0.0 0.0
H 1.32570 0.53974 -2.31397 -0.1 0.1 0.2
H 2.57820 2.65474 -1.95499 0.0 0.1 -0.1
H 3.17686 1.38372 -0.88915 0.1 0.0 0.0
H 2.12528 2.65517 -0.24623 0.0 0.1 0.1
H 0.13938 2.78425 -2.45863 0.0 0.1 0.0
H -0.41640 2.54188 -0.79923 0.0 0.1 0.0
H -2.20062 1.84407 -2.25715 0.0 -0.1 0.0
H -1.50181 0.37075 -1.56902 -0.1 0.0 0.0
H -0.56712 -1.29976 -3.01454 0.0 0.0 0.1
H -0.06455 -2.09479 -5.27649 0.0 -0.1 0.0
H -0.25710 -0.56049 -7.20383 0.0 0.0 -0.1
H -0.95923 1.77727 -6.83959 0.0 0.0 -0.1
H -1.45812 2.57405 -4.56780 0.0 0.1 0.0
H -0.54090 -3.00457 2.53632 -0.1 -0.1 -0.1
H -2.39704 -2.05793 5.28852 -0.1 0.0 0.1
H -1.70982 -3.47232 4.48225 0.0 -0.1 0.0
H -0.96471 -2.83327 5.95155 0.0 -0.1 0.1

Record 3
55
Properties=species:S:1:pos:R:3:forces:R:3 method="wB97M-V/def2-TZVPD" multiplicity=2 homo_energy_ev="-7.4 / -7.4" total_energy_ev=-78541.611 charge=0 e_above_lowest_kj_mol=24.1
Ti -0.22925 -0.27602 -0.69958 0.5 -1.2 -0.5
O -5.51142 -3.78708 2.40164 0.5 0.3 0.1
C -5.29009 -2.58019 2.61071 -1.0 -0.1 -0.4
O -5.98477 -1.71507 3.18050 0.6 -0.1 0.0
C -4.00814 -2.02416 1.92892 0.3 0.1 0.2
C -3.53008 -0.75193 2.24057 -0.1 -0.2 -0.1
C -2.39703 -0.27372 1.61501 0.0 0.2 0.2
N -1.73868 -0.97621 0.68944 0.2 -0.2 -0.3
C -2.19246 -2.20523 0.38472 -0.1 -0.3 -0.2
C -3.29743 -2.76656 0.98377 -0.1 0.0 0.2
C -1.41492 -2.90990 -0.70845 0.4 0.3 -0.3
O -1.46006 -4.08980 -0.92911 -0.1 0.2 0.1
O -0.63666 -2.05455 -1.41063 -0.4 0.1 0.6
H -4.08446 -0.16875 2.96203 0.0 0.1 0.0
H -1.98710 0.70293 1.85587 -0.1 0.0 0.0
H -3.62790 -3.76754 0.74139 0.0 0.0 0.0
O -1.24991 1.32115 -1.23800 0.0 0.7 0.0
N -1.13412 2.40571 -0.55468 0.0 -0.2 0.1
N -0.21639 2.32090 0.31639 -0.5 0.7 0.2
O 0.50755 1.22460 0.41572 -0.1 0.2 0.3
C -0.11549 3.37500 1.32869 0.4 -0.8 -0.6
C -0.85797 4.53513 1.19244 0.1 0.2 0.2
C -0.73912 5.49048 2.18907 0.0 0.0 0.0
C 0.09634 5.28123 3.28096 -0.1 0.0 -0.1
C 0.82510 4.10925 3.38320 0.1 -0.2 -0.1
C 0.72856 3.13352 2.39679 -0.1 0.3 0.1
H -1.51197 4.69682 0.35156 0.0 -0.1 -0.1
H -1.31222 6.40371 2.10665 0.0 0.0 0.0
H 0.17217 6.03493 4.05160 0.0 0.0 0.0
H 1.47262 3.93927 4.23253 0.0 0.0 0.0
H 1.28331 2.21015 2.45700 0.0 0.0 0.0
C 2.09182 1.05465 -3.73773 0.2 0.0 0.0
P 1.06794 -0.27203 -3.03388 -0.4 -0.1 0.3
C -0.05752 -0.69849 -4.39019 0.0 0.0 -0.2
C 2.14587 -1.74489 -2.91987 0.1 0.0 0.0
C 2.97762 -1.75708 -1.63465 0.1 0.0 0.0
P 2.04098 -1.50598 -0.05732 -0.3 0.4 -0.2
C 1.94998 -3.14727 0.70147 0.0 -0.2 0.0
C 3.28723 -0.61947 0.92720 0.1 0.0 0.2
H 2.51221 0.74111 -4.69543 0.0 0.0 0.0
H 2.90575 1.31629 -3.06106 0.0 0.0 0.0
H 1.49140 1.94949 -3.89763 -0.1 0.0 0.0
H 0.49021 -0.91564 -5.30982 0.0 0.0 0.0
H -0.74200 0.12919 -4.58145 0.0 0.0 0.0
H -0.63793 -1.57277 -4.09599 0.0 0.0 0.0
H 2.80589 -1.80922 -3.79026 -0.1 0.0 0.0
H 1.46399 -2.59803 -2.94745 0.0 0.0 0.0
H 3.71339 -0.94707 -1.65846 0.0 0.0 0.0
H 3.54586 -2.68898 -1.56399 0.0 0.0 0.0
H 2.94390 -3.59319 0.77491 0.0 0.0 0.0
H 1.30766 -3.79875 0.10664 0.0 0.0 0.0
H 1.51421 -3.07720 1.69863 0.0 0.1 0.0
H 4.26033 -1.11218 0.87371 0.0 0.0 0.0
H 2.98031 -0.57492 1.97247 0.0 0.0 0.0
H 3.38287 0.40435 0.56342 0.0 0.0 0.0

Record 4
48
Properties=species:S:1:pos:R:3:forces:R:3 method="wB97M-V/def2-TZVPD" homo_energy_ev=-7.0 total_energy_ev=-28082.356 charge=0 e_above_lowest_kj_mol=1923.3
O 1.11389 -1.06204 0.69613 -3.7 -8.7 1.5
C 1.52770 -0.10676 0.26884 2.8 9.4 1.0
N 2.15790 0.71758 1.15266 3.6 8.0 -3.5
H 2.45757 1.75865 0.76193 -1.2 -3.6 0.8
C 2.58983 0.60715 2.44635 -2.1 10.0 0.7
H 3.41313 1.12171 2.81944 2.1 -0.1 -0.2
H 2.30319 -0.20619 2.64295 -1.8 -12.6 3.8
C 1.39700 1.32745 3.42997 0.4 2.2 -3.1
C 1.39685 2.83547 3.13286 -5.3 -2.3 -4.5
C 2.18461 3.70032 3.67697 3.7 -0.9 6.4
C 2.13710 5.06360 3.59697 2.1 2.2 -1.0
C 1.48909 5.55386 2.55489 -3.7 2.3 -7.5
C 0.71448 4.68169 1.58730 -3.1 0.0 3.5
C 0.42511 3.35251 2.10903 5.1 3.1 0.4
H -0.06282 2.64588 1.55216 -1.8 -1.5 -1.1
H -0.13554 5.23531 0.92015 2.6 -1.5 1.2
H 1.46855 6.66390 1.97791 0.6 -2.7 2.7
H 2.86876 5.81691 3.89299 0.0 -0.8 1.4
H 2.75816 3.18957 4.57178 -0.4 1.4 -1.7
H 1.38382 1.30196 4.46362 1.0 -0.9 2.3
H 0.43023 0.93843 3.14994 -0.2 -0.3 -0.5
C 1.31158 0.67137 -0.98232 3.9 -12.6 -4.6
N 0.34279 -0.15357 -1.80958 -0.8 4.3 1.3
C 0.63647 -1.39966 -2.19105 5.3 -8.1 -1.0
H 0.81474 -2.38773 -1.14754 -1.0 2.6 -2.7
C -0.26278 -2.09828 -3.30953 4.5 8.7 -0.2
N -1.49149 -1.89218 -2.95250 -11.5 -1.8 4.7
C -2.29620 -3.05776 -2.05136 2.1 7.0 -4.2
N -3.36372 -2.49419 -1.50834 -0.1 -4.6 0.7
C -4.10717 -3.55086 -0.99775 4.7 -4.0 -1.1
C -3.77055 -4.99522 -0.89756 1.4 2.4 -2.2
C -2.48636 -5.32983 -1.67750 -6.6 2.2 3.5
C -1.88628 -4.33435 -2.28387 4.6 -0.1 -2.1
H -0.86646 -4.55634 -2.93298 -3.0 0.7 1.8
H -2.27855 -6.27810 -1.82235 1.4 -4.5 -0.5
H -4.51646 -5.73044 -0.37726 1.9 1.5 -1.1
H -4.81334 -3.35097 -0.36661 -4.7 1.9 3.0
C -2.11068 -0.42059 -2.46404 15.9 -4.1 -0.9
H -1.84690 0.06099 -3.27269 0.3 3.3 -4.0
C -0.99699 0.03476 -1.21852 -0.9 7.3 -10.3
H -1.15557 -0.61579 -0.58916 -1.8 -5.9 7.4
H -1.28540 1.20035 -1.05278 1.1 -2.9 0.2
H -2.87563 -0.45433 -2.02737 -11.7 -0.8 5.1
H -0.08290 -1.27575 -4.26351 0.0 -2.5 1.7
H 0.09194 -3.02017 -3.47583 0.9 -3.3 -0.9
H 1.75504 -1.67156 -2.75282 -2.4 1.9 1.9
H 2.37866 0.41731 -1.72586 -2.5 0.8 2.4
H 1.14355 1.54592 -1.25419 -1.6 8.4 -0.6